[1]
Entry from the OMol25 dataset: the molecule C4H11NS2 (wB97M-V/def2-TZVPD).

The geometry in XYZ format:
```
18
Properties=species:S:1:pos:R:3
C 3.617 -0.189 -0.861
C 2.128 -0.227 -1.211
S 1.175 -0.202 0.339
S -0.594 -1.089 -0.195
C -1.745 0.325 -0.106
C -2.179 0.641 1.323
N -3.169 -0.272 1.892
H 3.890 0.612 -0.171
H 4.161 -0.043 -1.797
H 3.903 -1.166 -0.474
H 1.930 -1.164 -1.727
H 1.781 0.557 -1.880
H -2.600 0.008 -0.714
H -1.298 1.157 -0.648
H -2.625 1.638 1.341
H -1.267 0.655 1.919
H -4.075 -0.042 1.478
H -3.034 -1.200 1.491
```

## Properties
2S+1 = 1
HOMO-LUMO gap = 9.4 eV
ΔE to the lowest compared entry with this formula, charge and spin = 24.6 kJ/mol

[2]
Entry from the OMol25 dataset: the molecule C4H11NS2 at a distorted geometry (wB97M-V/def2-TZVPD).

The geometry in XYZ format:
```
18
Properties=species:S:1:pos:R:3
C 2.145 1.881 0.951
C 1.469 0.528 0.905
N 0.175 0.518 0.184
C -0.022 -0.630 -0.691
C -1.391 -0.599 -1.333
S -2.823 -0.415 -0.266
S -3.254 -2.347 0.287
H 1.494 2.705 0.695
H 2.938 1.898 0.212
H 2.698 2.092 1.868
H 1.191 0.192 1.908
H 2.171 -0.216 0.535
H -0.546 0.490 0.892
H 0.756 -0.656 -1.459
H 0.167 -1.570 -0.143
H -1.463 0.228 -2.041
H -1.431 -1.451 -1.967
H -4.272 -2.649 -0.538
```

## Properties
2S+1 = 1
HOMO-LUMO gap = 9.4 eV
ΔE to the lowest compared entry with this formula, charge and spin = 69.9 kJ/mol

[3]
Entry from the OMol25 dataset: the molecule C4H11NSi at a distorted geometry (wB97M-V/def2-TZVPD).

The geometry in XYZ format:
```
17
Properties=species:S:1:pos:R:3
H -3.522 -0.397 -1.234
N -2.641 -0.069 -1.156
C -1.819 -0.806 -0.105
Si -0.057 -0.045 0.098
C 1.067 -0.162 -1.392
C 0.831 -0.830 1.734
C -0.354 1.770 0.354
H -2.129 -1.646 0.345
H 1.815 0.595 -1.358
H 1.429 -1.148 -1.523
H 0.446 0.091 -2.287
H 0.702 -1.733 2.219
H 1.874 -0.760 1.341
H 0.703 -0.056 2.519
H -1.240 2.051 1.057
H 0.640 2.219 0.750
H -0.568 2.209 -0.631
```

## Properties
2S+1 = 1
HOMO-LUMO gap (spin up / spin down) = 10.1 / 10.1 eV
ΔE to the lowest compared entry with this formula, charge and spin = 271.5 kJ/mol

[4]
Entry from the OMol25 dataset: a cluster of 2 separate species, C4H11O in total at a distorted geometry (wB97M-V/def2-TZVPD).

The geometry in XYZ format:
```
16
Properties=species:S:1:pos:R:3
C 3.440 0.528 -0.470
O 3.831 -0.771 -0.786
H 2.541 0.937 -1.039
H 4.194 1.407 -0.310
H 2.864 0.467 0.618
C -2.488 -0.952 -0.332
C -1.152 -0.181 -0.331
C -0.831 0.390 1.065
H -2.841 -1.575 0.534
H -3.372 -0.303 -0.424
H -2.548 -1.679 -1.309
H -0.247 -0.749 -0.438
H -1.229 0.620 -1.082
H -0.980 1.473 1.103
H 0.235 0.279 1.183
H -1.414 0.108 2.016
```

## Properties
charge = -1
2S+1 = 1
HOMO-LUMO gap = 5.2 eV
ΔE to the lowest compared entry with this formula, charge and spin = 155.0 kJ/mol

[5]
Entry from the OMol25 dataset: a structure of composition C4H11O2PS3Tl at a distorted geometry (wB97M-V/def2-TZVPD).

The geometry in XYZ format:
```
22
Properties=species:S:1:pos:R:3
Tl 0.000 0.000 0.000
C 3.057 0.807 5.206
C 2.973 -0.392 4.284
O 2.988 0.060 2.943
P 1.892 -0.523 1.887
S 2.454 0.000 0.043
S 0.043 0.000 2.450
O 2.153 -2.116 2.130
C 1.360 -3.050 1.416
C 1.928 -4.436 1.650
H 3.076 0.493 6.253
H 2.202 1.473 5.052
H 3.958 1.393 4.996
H 2.076 -0.976 4.510
H 3.841 -1.041 4.432
H 1.369 -2.825 0.346
H 0.329 -3.011 1.778
H 2.966 -4.490 1.308
H 1.342 -5.192 1.120
H 1.931 -4.675 2.719
S 0.000 2.488 0.000
H -1.862 0.000 0.000
```

## Properties
charge = -2
2S+1 = 2
HOMO-LUMO gap (spin up / spin down) = 2.8 / 3.6 eV

[6]
Entry from the OMol25 dataset: a structure of composition C4H11O2Ru at a distorted geometry (wB97M-V/def2-TZVPD).

The geometry in XYZ format:
```
18
Properties=species:S:1:pos:R:3
H -5.917 0.082 0.464
C -3.604 1.029 0.197
H -3.778 0.378 -0.664
H -3.637 0.454 1.130
H -4.313 1.867 0.211
O -2.245 1.574 0.046
C -1.852 2.478 1.087
C -0.361 2.690 0.986
O -0.049 2.968 -0.389
C 1.256 3.516 -0.602
Ru -1.188 1.889 -1.547
H -2.095 2.043 2.066
H -2.404 3.420 0.961
H 0.199 1.798 1.299
H -0.066 3.546 1.607
H 1.370 3.684 -1.677
H 1.336 4.467 -0.063
H 2.016 2.808 -0.247
```

## Properties
charge = +2
2S+1 = 6
HOMO-LUMO gap (spin up / spin down) = 7.3 / 8.3 eV
ΔE to the lowest compared entry with this formula, charge and spin = 57.9 kJ/mol

[7]
Entry from the OMol25 dataset: a cluster of 2 separate species, C4H11O3 in total at a distorted geometry (wB97M-V/def2-TZVPD).

The geometry in XYZ format:
```
18
Properties=species:S:1:pos:R:3
C 0.180 -0.861 -0.772
O 0.592 0.129 0.173
C -0.858 -0.246 -1.715
C -2.237 -0.190 -1.055
C -2.378 1.071 -0.115
O -1.182 1.721 0.101
H -0.332 -1.642 -0.167
H 1.094 -1.096 -1.329
H -0.918 -0.639 -2.696
H -0.628 0.789 -1.771
H -2.356 -1.057 -0.405
H -3.055 -0.259 -1.735
H -3.218 1.721 -0.410
H -2.607 0.594 0.862
H -0.204 0.858 0.226
H 5.261 -0.796 1.996
H 4.021 -0.910 2.826
O 4.860 -1.316 2.721
```

## Properties
charge = -1
2S+1 = 1
HOMO-LUMO gap = 6.8 eV
ΔE to the lowest compared entry with this formula, charge and spin = 142.8 kJ/mol

[8]
Entry from the OMol25 dataset: a cluster of 2 separate species, C4H11O3 in total at a distorted geometry (wB97M-V/def2-TZVPD).

The geometry in XYZ format:
```
18
Properties=species:S:1:pos:R:3
C -0.510 -2.028 -0.305
O -1.287 -2.013 -1.370
C 0.503 -0.713 -0.300
C -0.406 0.513 -0.344
C -0.886 0.868 1.039
O -1.923 1.871 1.023
H 0.270 -2.838 -0.266
H -1.061 -1.985 0.666
H 1.004 -0.986 -1.229
H 1.127 -0.747 0.605
H -1.237 0.192 -0.988
H 0.079 1.403 -0.762
H -1.295 -0.005 1.570
H -0.083 1.294 1.640
H -2.519 1.615 0.313
H 3.178 1.354 -1.044
H 2.127 0.820 -0.130
O 2.920 1.383 -0.117
```

## Properties
charge = -1
2S+1 = 1
HOMO-LUMO gap = 6.5 eV
ΔE to the lowest compared entry with this formula, charge and spin = 142.2 kJ/mol

> Which of these has the highest 2S+1?

C4H11O2Ru